(1)
12
Properties=species:S:1:pos:R:3:lowdin_charge:R:1 method="wB97M-V/def2-TZVPD" max_force_ev_per_a=1.79 homo_lumo_gap_ha=0.387 smiles="[H]/N=C/N.C" multiplicity=1 e_lumo_ev=1.062
H -2.354 0.303 0.862 0.03
N -3.032 0.872 0.375 0.06
C -2.905 0.729 -0.873 -0.41
N -3.398 1.542 -1.858 0.05
H -2.276 -0.086 -1.254 0.11
H -4.375 1.768 -1.945 0.08
H -2.944 1.692 -2.740 0.08
C 7.425 -2.470 2.040 -0.05
H 6.636 -3.071 1.630 0.00
H 7.632 -2.565 3.100 0.01
H 8.293 -2.895 1.525 0.02
H 7.198 -1.429 1.845 0.01

***

(2)
12
Properties=species:S:1:pos:R:3:lowdin_charge:R:1 method="wB97M-V/def2-TZVPD" max_force_ev_per_a=2.21 homo_lumo_gap_ha=0.391 smiles="[H]/N=C/N.C" multiplicity=1 e_lumo_ev=1.161
H -1.796 1.497 0.018 0.03
N -1.336 2.375 0.250 0.05
C -2.082 3.076 1.027 -0.40
N -1.540 4.029 1.848 0.05
H -3.165 2.925 0.937 0.11
H -0.602 3.789 2.100 0.08
H -1.795 4.994 1.654 0.09
C 2.505 -4.567 -1.545 -0.06
H 2.968 -4.699 -2.522 0.01
H 3.256 -4.366 -0.791 0.01
H 1.811 -3.715 -1.671 0.02
H 1.777 -5.338 -1.307 0.01

***

(3)
12
Properties=species:S:1:pos:R:3:lowdin_charge:R:1 method="wB97M-V/def2-TZVPD" max_force_ev_per_a=1.79 s2=0.76 homo_lumo_gap_ha="0.435 / 0.262" multiplicity=2 charge=+1 e_lumo_ev="-3.434 / -7.869"
C -1.185 -0.877 0.275 -0.03
N 0.038 -0.663 -0.390 0.11
C 1.130 0.264 -0.032 -0.21
N 0.706 1.635 0.095 0.08
H -2.171 -0.600 -0.129 0.14
H -1.401 -1.959 0.188 0.14
H -1.168 -0.487 1.293 0.12
H 0.140 -1.228 -1.233 0.17
H 1.898 0.167 -0.785 0.14
H 1.439 -0.095 0.959 0.15
H 0.725 2.043 -0.832 0.10
H -0.150 1.799 0.590 0.09

***

(4)
13
Properties=species:S:1:pos:R:3:lowdin_charge:R:1 method="wB97M-V/def2-TZVPD" max_force_ev_per_a=0.99 s2=0.75 homo_lumo_gap_ha="0.095 / 0.219" multiplicity=2 charge=-1 e_lumo_ev="3.392 / 3.256"
O 3.782 2.607 2.176 -0.36
C 3.390 1.669 1.397 -0.46
H 2.878 1.863 0.426 -0.05
H 3.453 0.591 1.646 -0.05
N -1.637 0.261 -1.313 -0.02
C -1.932 -0.880 -0.467 -0.45
N -0.701 -1.580 -0.289 -0.02
H -2.420 0.805 -1.622 0.04
H -0.892 0.784 -0.849 0.07
H -2.721 -1.526 -0.885 0.09
H -2.285 -0.549 0.524 0.10
H -0.161 -1.730 -1.132 0.07
H -0.752 -2.315 0.389 0.05

***

(5)
13
Properties=species:S:1:pos:R:3:lowdin_charge:R:1 method="wB97M-V/def2-TZVPD" max_force_ev_per_a=1.51 homo_lumo_gap_ha="0.336 / 0.308" multiplicity=1 e_lumo_ev="0.530 / 0.409"
C 0.230 1.674 -0.029 -0.13
C 2.064 -1.296 0.001 -0.01
N -2.477 -1.013 -0.076 0.01
N 0.518 0.332 0.405 -0.07
O 1.609 -0.115 -0.178 -0.13
H -0.578 1.662 -0.770 0.06
H -0.108 2.244 0.834 0.07
H 1.103 2.160 -0.476 0.08
H -1.846 -0.602 -0.754 -0.02
H 1.580 -2.015 0.641 0.08
H 2.969 -1.516 -0.529 0.07
H -3.145 -0.299 0.188 0.00
H -1.918 -1.217 0.744 -0.01

***

(6)
13
Properties=species:S:1:pos:R:3:lowdin_charge:R:1 method="wB97M-V/def2-TZVPD" max_force_ev_per_a=1.97 homo_lumo_gap_ha=0.373 smiles="C=O.NCN" multiplicity=1 e_lumo_ev=0.828
C -5.014 -0.508 0.146 -0.15
O -4.347 0.456 0.387 0.00
H -4.626 -1.508 0.391 0.08
H -6.021 -0.454 -0.303 0.08
N 2.134 -0.153 1.165 -0.02
C 2.529 -0.224 -0.261 -0.38
N 2.183 0.821 -1.234 -0.01
H 1.271 0.360 1.335 0.06
H 2.821 0.532 1.490 0.05
H 3.602 -0.433 -0.227 0.10
H 2.137 -1.185 -0.602 0.09
H 1.248 0.598 -1.557 0.05
H 2.083 1.696 -0.729 0.05

***

(7)
13
Properties=species:S:1:pos:R:3:lowdin_charge:R:1 method="wB97M-V/def2-TZVPD" max_force_ev_per_a=0.90 homo_lumo_gap_ha=0.359 smiles="C=O.NCN" multiplicity=1 e_lumo_ev=0.897
C 1.135 5.152 -1.278 -0.15
O 1.839 4.194 -1.412 0.00
H 1.463 6.186 -1.376 0.07
H 0.066 5.067 -0.988 0.08
N -0.082 -2.348 1.660 -0.02
C -0.694 -2.742 0.388 -0.39
N -0.317 -1.803 -0.651 -0.01
H -0.040 -3.118 2.313 0.05
H -0.626 -1.600 2.085 0.06
H -1.786 -2.790 0.461 0.10
H -0.332 -3.747 0.142 0.10
H 0.432 -1.214 -0.316 0.06
H -1.058 -1.236 -1.028 0.05

***

(8)
13
Properties=species:S:1:pos:R:3:lowdin_charge:R:1 method="wB97M-V/def2-TZVPD" max_force_ev_per_a=2.33 homo_lumo_gap_ha=0.342 multiplicity=1 e_lumo_ev=0.745
H 0.941 2.021 -1.158 0.02
N 0.018 2.063 -1.581 0.03
C -0.944 1.824 -0.769 -0.38
N -0.850 0.894 0.242 0.07
H -1.939 2.205 -0.984 0.10
H 0.060 0.652 0.584 0.06
H -1.668 0.545 0.704 0.08
C 0.669 -2.602 1.203 -0.17
O 0.820 -1.398 0.501 -0.15
H 0.273 -3.377 0.536 0.08
H 1.570 -3.024 1.652 0.07
H -0.062 -2.469 2.007 0.08
H 1.337 -1.373 -0.327 0.10

***

(9)
13
Properties=species:S:1:pos:R:3:lowdin_charge:R:1 method="wB97M-V/def2-TZVPD" max_force_ev_per_a=6.50 homo_lumo_gap_ha=0.362 smiles="[H]/N=C/NC.O" multiplicity=1 e_lumo_ev=0.930
H 0.587 -2.529 -0.649 0.04
N 0.277 -1.514 -0.897 0.00
C 0.352 -1.026 0.414 -0.31
N 0.438 0.326 0.531 -0.10
C -0.126 0.821 1.812 -0.11
H 0.468 -1.699 1.305 0.13
H 0.782 0.778 -0.382 0.17
H -1.195 0.485 2.046 0.09
H -0.200 1.907 1.585 0.08
H 0.526 0.484 2.657 0.08
O -0.337 0.887 -2.806 -0.13
H -0.467 0.133 -2.175 -0.01
H -1.106 0.947 -3.442 0.06

***

(10)
13
Properties=species:S:1:pos:R:3:lowdin_charge:R:1 method="wB97M-V/def2-TZVPD" max_force_ev_per_a=2.30 homo_lumo_gap_ha=0.374 smiles=CCNON multiplicity=1 e_lumo_ev=1.181
C -0.997 -1.403 0.860 -0.10
C -0.015 -0.265 0.659 -0.30
N 0.763 -0.447 -0.547 -0.13
O 1.467 0.659 -0.900 -0.20
N 0.516 1.918 -1.047 0.06
H -1.698 -1.464 0.028 0.07
H -0.471 -2.353 0.936 0.07
H -1.562 -1.245 1.776 0.07
H 0.684 -0.181 1.495 0.11
H -0.530 0.727 0.534 0.10
H 0.169 -0.736 -1.328 0.12
H 0.711 2.177 -2.012 0.06
H 0.963 2.611 -0.455 0.06

***

(11)
14
Properties=species:S:1:pos:R:3:lowdin_charge:R:1 method="wB97M-V/def2-TZVPD" max_force_ev_per_a=1.74 homo_lumo_gap_ha=0.353 smiles="NCNC=O.O" multiplicity=1 e_lumo_ev=0.366
N 1.450 -1.046 0.379 0.02
C 0.446 -1.066 -0.648 -0.27
N -0.729 -0.254 -0.299 0.02
C -2.031 -0.644 -0.291 -0.38
O -2.462 -1.533 -0.989 0.01
H 1.803 -0.156 0.663 0.06
H 1.432 -1.860 0.965 0.07
H 0.055 -2.042 -0.909 0.12
H 0.887 -0.655 -1.547 0.10
H -0.494 0.643 0.092 0.08
H -2.599 -0.057 0.447 0.13
O 0.434 2.724 0.903 -0.06
H 1.355 2.795 1.197 0.05
H 0.453 3.149 0.037 0.04

***

(12)
14
Properties=species:S:1:pos:R:3:lowdin_charge:R:1 method="wB97M-V/def2-TZVPD" max_force_ev_per_a=1.38 homo_lumo_gap_ha=0.347 smiles="O=CO.NCN" multiplicity=1 e_lumo_ev=0.638
O -0.563 2.093 -0.046 0.06
C -0.354 1.771 1.093 -0.39
O 0.315 2.480 2.020 0.08
H -0.842 0.917 1.560 0.13
H 1.103 2.904 1.639 0.13
N -1.155 -0.765 -0.686 0.00
C 0.079 -1.304 -0.126 -0.38
N 1.235 -1.415 -0.985 0.00
H -1.414 -1.342 -1.476 0.06
H -1.196 0.219 -0.903 0.03
H -0.220 -2.281 0.242 0.10
H 0.387 -0.741 0.762 0.08
H 1.514 -0.504 -1.320 0.06
H 1.112 -2.032 -1.774 0.06

***

(13)
15
Properties=species:S:1:pos:R:3:lowdin_charge:R:1 method="wB97M-V/def2-TZVPD" max_force_ev_per_a=4.60 homo_lumo_gap_ha=0.308 smiles="CNP(=O)([O-])NC" multiplicity=1 charge=-1 e_lumo_ev=4.171
C -0.644 -2.227 0.424 -0.31
N -0.448 -0.861 0.243 -0.24
P 1.451 -0.455 -0.093 0.27
O 1.822 -1.273 -1.252 -0.37
O 2.184 -0.459 1.199 -0.38
N 1.213 1.140 -0.642 -0.19
C 0.701 2.064 0.348 -0.21
H -0.581 -2.644 -0.645 0.08
H 0.202 -2.626 1.117 0.08
H -1.678 -2.396 0.816 0.06
H -0.664 -0.272 1.060 0.04
H 0.780 1.163 -1.494 0.03
H 1.261 3.029 0.408 0.07
H -0.357 2.275 0.333 0.05
H 0.753 1.395 1.209 0.04

***

(14)
15
Properties=species:S:1:pos:R:3:lowdin_charge:R:1 method="wB97M-V/def2-TZVPD" max_force_ev_per_a=5.65 homo_lumo_gap_ha="0.281 / 0.281" multiplicity=1 e_lumo_ev="-0.344 / -0.341"
C 0.493 2.005 0.032 -0.28
C -1.539 -0.565 -0.558 0.03
N 0.425 0.618 0.284 -0.37
N -1.469 -1.729 0.089 0.07
O 1.211 -1.628 0.503 -0.31
O 2.811 0.312 0.441 -0.47
S 1.728 -0.261 -0.340 0.80
H -0.249 2.444 0.628 0.04
H 1.506 2.527 0.159 0.09
H 0.244 2.179 -1.112 0.09
H -2.107 0.210 0.005 0.11
H -1.260 -0.536 -1.605 0.10
H -0.982 -2.374 -0.510 0.11
H 0.536 -1.268 0.981 -0.07
H -1.347 -1.934 1.005 0.07

***

(15)
15
Properties=species:S:1:pos:R:3:lowdin_charge:R:1 method="wB97M-V/def2-TZVPD" max_force_ev_per_a=2.76 homo_lumo_gap_ha=0.370 smiles="O=C(CO)NO.N" multiplicity=1 e_lumo_ev=0.606
O 2.946 -0.745 -0.632 0.06
C 1.831 -0.552 -0.155 -0.42
C 0.776 -1.617 -0.024 -0.18
O -0.131 -1.201 0.974 -0.12
N 1.457 0.737 0.259 -0.03
O 2.442 1.684 0.085 -0.03
H 1.293 -2.544 0.383 0.15
H 0.346 -1.905 -0.972 0.12
H -0.866 -0.643 0.542 0.04
H 0.902 0.857 1.073 0.13
H 3.127 1.008 -0.254 0.11
N -1.433 0.899 -0.016 0.06
H -1.520 1.654 0.567 0.01
H -2.294 0.459 -0.234 0.04
H -0.615 0.791 -0.625 0.05

***

(16)
16
Properties=species:S:1:pos:R:3:lowdin_charge:R:1 method="wB97M-V/def2-TZVPD" max_force_ev_per_a=4.73 homo_lumo_gap_ha=0.359 smiles="CN(C)OS(N)(=O)=O" multiplicity=1 e_lumo_ev=0.510
C 0.042 0.694 -0.907 -0.11
N -0.235 -0.189 0.181 -0.33
C -1.456 -0.021 0.912 -0.09
O -0.339 -1.468 -0.406 -0.25
S 0.712 -2.506 0.548 0.62
N 2.124 -1.959 -0.089 -0.01
O 0.567 -2.147 1.899 -0.25
O 0.365 -3.827 0.179 -0.25
H -0.057 0.489 -1.977 0.08
H -0.420 1.715 -0.805 0.10
H 1.183 0.945 -0.972 0.10
H -2.380 0.124 0.139 0.13
H -1.732 -0.922 1.526 0.10
H -1.509 0.860 1.516 0.07
H 2.421 -1.174 0.375 0.04
H 2.817 -2.588 -0.352 0.06

***

(17)
15
Properties=species:S:1:pos:R:3:lowdin_charge:R:1 method="wB97M-V/def2-TZVPD" max_force_ev_per_a=2.93 homo_lumo_gap_ha=0.300 smiles="[H]/P=N/[P@H](=O)N(C)C" multiplicity=1 e_lumo_ev=-1.191
H -0.539 1.384 3.009 -0.18
P -0.482 2.011 1.840 0.83
N 0.612 0.947 1.460 -0.51
P 1.260 0.621 -0.047 0.44
O 1.634 1.707 -0.973 -0.37
N 0.129 -0.475 -0.704 -0.36
C -0.983 0.363 -1.117 -0.17
C -0.046 -1.800 -0.140 -0.13
H 2.300 -0.206 0.282 0.02
H -0.607 1.365 -1.184 0.04
H -1.390 -0.011 -2.083 0.11
H -1.720 0.488 -0.358 0.04
H -0.846 -1.893 0.641 0.09
H -0.324 -2.498 -0.923 0.07
H 1.002 -2.003 0.297 0.09

***

(18)
13
Properties=species:S:1:pos:R:3:lowdin_charge:R:1 method="wB97M-V/def2-TZVPD" max_force_ev_per_a=3.22 homo_lumo_gap_ha=0.261 multiplicity=1 charge=+1 e_lumo_ev=-5.510
C 0.455 -1.079 1.405 0.15
C -1.392 1.853 -0.542 -0.33
N 0.906 0.795 -1.171 -0.29
N 0.049 -2.166 0.827 0.19
P -0.766 0.463 -1.189 0.77
H 0.194 -0.103 1.071 0.03
H 1.055 -1.165 2.248 0.10
H -2.414 1.988 -0.446 -0.04
H -0.701 2.701 -0.243 0.04
H 1.164 1.772 -1.222 0.03
H -0.433 -2.150 -0.040 0.08
H 1.471 0.217 -1.857 0.06
H 0.412 -3.125 1.158 0.20

***

(19)
13
Properties=species:S:1:pos:R:3:lowdin_charge:R:1 method="wB97M-V/def2-TZVPD" max_force_ev_per_a=4.82 homo_lumo_gap_ha="0.295 / 0.295" multiplicity=1 charge=+1 e_lumo_ev="-6.249 / -6.250"
C -0.273 0.369 -0.037 -0.54
C -1.598 -0.242 -0.073 -0.01
N -0.162 1.694 -0.195 0.18
N 0.782 -0.344 0.188 -0.27
P 2.509 0.165 0.072 0.84
H -2.306 0.396 0.517 0.13
H -1.542 -1.196 0.465 0.07
H -1.807 -0.701 -1.011 0.10
H -0.909 2.343 -0.405 0.14
H 0.700 2.196 -0.277 0.08
H 0.458 -1.985 0.766 0.39
H 2.599 -0.590 -1.198 -0.06
H 3.129 -0.805 1.039 -0.06

***

(20)
13
Properties=species:S:1:pos:R:3:lowdin_charge:R:1 method="wB97M-V/def2-TZVPD" max_force_ev_per_a=0.27 homo_lumo_gap_ha=0.306 multiplicity=1 e_lumo_ev=0.568
S -0.719 -0.504 1.901 0.19
H 0.152 -1.480 2.195 -0.30
C 0.968 -1.331 -1.547 -0.08
N -0.312 1.914 -0.575 0.13
C 0.228 0.914 -1.287 -0.24
N 0.433 -0.234 -0.774 -0.10
H 1.794 -1.797 -1.016 0.08
H 1.310 -0.986 -2.527 0.08
H 0.190 -2.076 -1.702 0.09
H -0.451 1.782 0.419 0.06
H -0.440 2.820 -0.980 0.10
H 0.497 1.138 -2.319 0.14
H -0.068 -0.412 0.392 -0.15